Formula: C56H113N6O18
Source: the OMol25 dataset
Level of theory: ωB97M-V with the def2-TZVPD basis set

Structure (XYZ):
```
193
Properties=species:S:1:pos:R:3:forces:R:3:lowdin_charge:R:1
C 23.8848 4.8401 18.6169 -0.4 0.0 -0.2 0.02
C 23.4171 3.3485 18.8653 -0.3 2.6 1.0 -0.39
C 22.5355 3.4590 20.1845 1.2 -0.6 0.6 -0.13
C 21.5462 2.3728 20.3561 -2.0 0.5 0.8 -0.20
C 20.5215 2.4805 19.2164 1.6 -1.8 1.1 -0.16
C 21.2070 2.0978 17.9074 -1.2 0.0 0.9 -0.41
N 22.5190 2.8989 17.7679 -0.4 1.1 -8.7 0.12
O 22.7836 3.1975 16.4144 -1.0 -1.5 8.6 0.16
C 20.1343 2.4425 16.8788 0.7 -0.4 -2.2 -0.04
C 21.4956 0.5273 17.9592 -0.2 1.6 -0.8 0.03
C 24.5396 2.3270 18.9640 -0.1 -1.4 0.4 0.00
H 24.4203 5.2525 19.4721 0.3 -0.7 0.3 0.10
H 23.0094 5.4895 18.6259 -0.2 -0.2 -0.4 0.07
H 24.4717 5.0827 17.7310 -0.1 -0.6 -0.1 0.08
H 21.9840 4.3739 20.4014 0.3 0.5 -1.2 0.13
H 23.1813 3.4089 21.0611 0.7 0.0 -0.3 0.13
H 20.9341 2.6356 21.2189 0.2 0.0 0.5 0.11
H 21.9598 1.4051 20.6398 -0.1 -0.2 -0.7 0.12
H 20.0153 3.4458 19.2132 0.4 0.1 -0.2 0.11
H 19.8054 1.6742 19.3752 -0.4 0.2 -0.1 0.11
H 19.9341 3.4988 16.6991 0.7 0.2 0.2 0.08
H 19.1449 2.0159 17.0440 0.2 -0.4 0.9 0.08
H 20.4284 1.9731 15.9401 0.0 0.4 -0.4 0.09
H 20.5437 0.0425 18.1759 0.1 0.1 0.6 0.09
H 22.2745 0.3487 18.7005 -0.2 -0.5 -0.3 0.07
H 21.7045 0.1476 16.9590 0.7 0.2 0.1 0.09
H 25.2054 2.4209 19.8219 0.2 1.1 -0.2 0.10
H 25.0792 2.1808 18.0283 0.1 0.4 0.1 0.11
H 24.1526 1.3461 19.2399 -0.5 -0.2 -0.4 0.07
C 14.1680 7.0549 20.2002 -1.2 0.0 -0.8 -0.02
C 15.4530 6.3047 20.0412 0.9 -1.2 2.6 -0.45
C 16.3516 6.4781 21.3214 0.0 -0.4 -0.4 -0.09
C 17.5711 5.5200 21.3613 -0.3 -0.5 0.2 -0.14
C 17.1542 4.0519 21.3353 -0.5 1.6 1.0 -0.16
C 16.2933 3.6153 20.1579 0.2 0.2 2.4 -0.44
N 15.1831 4.7588 19.9170 -4.6 -2.1 -4.3 0.15
O 14.0503 4.3972 19.2525 6.4 1.7 4.0 0.08
C 15.7332 2.3140 20.6514 -1.7 -0.9 0.0 -0.04
C 17.1199 3.3407 18.9809 1.0 0.7 -3.0 -0.04
C 16.2856 6.7098 18.9139 0.9 1.4 -3.6 -0.03
H 13.6670 7.2320 19.2485 0.2 -0.1 -0.3 0.10
H 14.3306 8.0591 20.5917 0.3 -0.2 0.3 0.11
H 13.4332 6.5133 20.7958 0.2 0.1 0.4 0.09
H 15.7406 6.4238 22.2224 0.0 -0.5 0.1 0.12
H 16.6270 7.5321 21.2838 0.4 -0.1 -0.1 0.13
H 18.0374 5.5277 22.3465 0.4 0.9 -0.2 0.12
H 18.3045 5.6568 20.5667 0.1 0.7 0.1 0.11
H 16.6085 3.9311 22.2711 -0.6 -0.2 0.0 0.12
H 18.0190 3.4198 21.5366 0.1 -0.2 -0.9 0.13
H 15.2461 1.7621 19.8475 -0.4 0.0 0.2 0.08
H 15.1170 2.4293 21.5431 -0.7 0.2 -0.4 0.10
H 16.4700 1.6277 21.0687 0.7 0.4 -0.5 0.11
H 17.7450 2.4547 19.0917 -0.4 -0.1 0.4 0.09
H 17.8262 4.1014 18.6481 0.1 0.5 0.6 0.09
H 16.5514 3.2429 18.0561 -0.5 -0.5 0.1 0.08
H 16.3897 7.7930 18.8513 -0.1 0.5 1.1 0.13
H 15.8193 6.7171 17.9287 -0.6 -1.0 -0.1 0.09
H 17.3177 6.4058 18.7394 -0.1 -0.7 0.7 0.09
C 16.4332 6.6558 4.6064 -1.2 1.7 0.6 -0.01
C 15.5903 6.0220 5.7348 1.8 -0.7 -0.8 -0.40
C 16.5579 4.9435 6.2527 0.4 -0.3 2.2 -0.15
C 16.1107 4.2901 7.5636 -0.4 1.5 0.4 -0.13
C 15.7990 5.3202 8.7134 1.0 -0.4 -0.4 -0.13
C 15.0276 6.5840 8.3422 -1.1 1.7 1.3 -0.35
N 15.2633 7.0551 6.8781 -4.1 5.0 -2.5 0.14
O 14.7482 8.2923 6.4907 3.7 -7.9 2.6 0.13
C 15.4877 7.8068 9.2890 0.6 -0.6 -1.2 0.00
C 13.4770 6.2703 8.5855 0.1 -0.4 -1.0 -0.01
C 14.2867 5.3595 5.1822 -0.5 1.2 1.0 0.00
H 15.8017 7.2830 3.9773 -0.1 -0.4 -0.5 0.09
H 16.9647 5.8551 4.0921 -0.2 0.4 -0.1 0.10
H 17.0936 7.4155 5.0245 0.5 -0.4 0.2 0.08
H 17.5693 5.2781 6.4832 0.0 0.9 -0.4 0.12
H 16.7503 4.1687 5.5106 -0.6 0.1 -0.3 0.13
H 16.9400 3.7218 7.9848 -0.3 -0.7 -0.2 0.11
H 15.1817 3.7775 7.3138 0.1 -0.7 0.5 0.10
H 16.6691 5.6172 9.2990 0.8 0.0 -0.9 0.09
H 15.3127 4.7604 9.5122 -0.9 0.2 -0.2 0.12
H 14.8727 8.7064 9.2635 -0.2 -0.3 -0.3 0.08
H 16.4847 8.0553 8.9251 0.1 0.3 -0.2 0.07
H 15.6700 7.5514 10.3328 -0.5 -0.7 0.0 0.08
H 13.2217 6.4948 9.6211 0.2 0.0 -0.1 0.09
H 13.2932 5.2132 8.3935 0.4 -0.3 0.4 0.07
H 12.6992 6.6756 7.9384 0.5 1.0 -0.1 0.08
H 13.7506 4.8142 5.9589 0.1 -0.1 0.1 0.07
H 14.4134 4.6812 4.3384 0.7 0.2 0.1 0.10
H 13.6204 6.1550 4.8488 -0.1 0.1 -0.1 0.09
C 18.0190 11.7689 10.3430 0.9 1.4 -0.2 -0.07
C 17.0762 12.8118 10.9911 -0.5 -0.2 0.0 -0.20
C 16.2077 12.1350 11.9992 0.0 -1.9 2.4 -0.17
N 15.1897 12.9191 12.8380 1.3 0.8 -0.3 -0.24
C 14.1927 13.3751 11.7854 0.1 0.0 2.5 0.04
C 14.5331 12.1596 14.0094 0.1 -0.9 -1.3 -0.08
C 14.0697 13.1823 15.0000 -0.7 0.8 -0.7 -0.15
C 15.1349 14.2778 14.9106 1.1 -0.8 0.5 -0.13
C 15.8541 14.1487 13.5608 -1.9 0.3 -1.8 -0.06
H 18.5949 12.3472 9.6205 -0.1 -0.2 -0.4 0.09
H 17.6652 10.8944 9.7969 -0.6 0.4 0.3 0.07
H 18.8147 11.4623 11.0220 -0.3 -0.2 0.4 0.08
H 16.4355 13.3144 10.2666 0.3 -0.1 -0.4 0.11
H 17.6482 13.5853 11.5036 0.3 0.0 -0.2 0.11
H 16.7984 11.6571 12.7807 0.6 0.1 0.0 0.12
H 15.7001 11.2605 11.5923 -0.5 0.3 -0.3 0.14
H 14.7135 14.1171 11.1802 -0.5 -0.4 -0.3 0.10
H 13.4255 13.8166 12.4216 -0.5 0.3 -0.8 0.10
H 13.8476 12.4453 11.3333 -0.1 0.5 -0.5 0.12
H 13.7063 11.6229 13.5442 0.2 -0.4 0.3 0.14
H 15.2802 11.4841 14.4262 0.0 -0.1 -0.2 0.13
H 13.0920 13.5288 14.6651 0.0 0.4 -0.1 0.11
H 13.8479 12.8371 16.0099 0.6 -0.4 -0.1 0.13
H 14.7276 15.2602 15.1495 0.4 0.0 -0.2 0.12
H 15.9445 13.9877 15.5803 -0.3 0.5 0.7 0.12
H 15.5797 14.9536 12.8790 0.3 0.3 0.2 0.12
H 16.9426 14.0921 13.5584 -0.2 -0.5 0.3 0.13
C 9.3317 3.8629 16.7590 -1.0 -0.3 -1.1 -0.08
C 10.4779 2.8384 16.8862 -0.5 0.1 1.0 -0.23
C 11.0954 2.3262 15.6367 1.7 0.1 -1.0 -0.11
N 12.4056 1.4274 15.8088 0.0 -0.5 -0.2 -0.21
C 13.4609 2.1176 16.7463 -1.4 0.7 -1.2 0.04
C 12.9672 1.0796 14.3929 2.1 0.3 0.6 -0.07
C 13.9889 -0.1279 14.6696 -2.1 1.4 1.2 -0.10
C 13.1071 -0.9413 15.6264 -0.5 -0.9 0.7 -0.16
C 12.0798 0.0038 16.2843 -0.9 0.7 -1.2 -0.10
H 8.5380 3.5197 16.0954 0.0 -0.6 -0.2 0.08
H 9.5362 4.8343 16.3087 0.7 0.0 0.4 0.08
H 8.7668 3.9966 17.6815 0.6 0.1 0.3 0.08
H 10.0570 1.9701 17.3931 0.2 0.1 0.6 0.12
H 11.2653 3.3379 17.4508 -0.1 -0.3 0.4 0.10
H 11.4595 3.1997 15.0958 0.1 -0.2 -0.5 0.14
H 10.4474 1.7194 15.0043 0.0 0.1 0.1 0.13
H 13.4988 3.1152 16.3088 0.7 0.0 0.0 0.10
H 14.4414 1.6448 16.8023 -0.4 -0.2 -0.4 0.09
H 13.0695 2.2944 17.7481 -0.2 -0.6 -0.1 0.08
H 13.4721 1.9084 13.8966 0.2 0.5 0.7 0.12
H 12.1743 0.8949 13.6681 -0.4 -0.7 0.7 0.13
H 14.8143 0.1952 15.3039 0.5 0.4 -1.0 0.10
H 14.2395 -0.6163 13.7279 0.3 0.0 0.4 0.13
H 13.4985 -1.4505 16.5071 1.2 -0.2 -0.6 0.12
H 12.6512 -1.7185 15.0131 -0.6 0.1 0.4 0.12
H 11.9524 0.0140 17.3668 0.4 -0.2 -0.1 0.13
H 11.1179 -0.2360 15.8311 -0.2 0.2 0.3 0.13
C 16.4573 4.1316 14.9655 -1.3 -0.5 1.6 -0.11
C 17.3976 4.5608 13.8925 -0.7 -2.1 -1.6 -0.25
C 18.1777 5.6969 14.3607 0.8 3.7 -1.3 -0.08
N 19.0071 6.5133 13.2196 1.6 -1.5 1.4 -0.17
C 20.0844 5.5159 12.7049 -0.9 1.1 -1.3 0.05
C 19.7699 7.7523 13.8086 0.0 -0.6 -0.3 -0.06
C 19.9571 8.6435 12.5858 -0.5 1.5 -0.7 -0.14
C 18.6575 8.5969 11.7762 0.7 -2.0 0.2 -0.13
C 18.1531 7.1718 12.1537 -1.7 -0.1 0.1 -0.10
H 16.9789 4.0859 15.9215 -0.1 0.5 0.3 0.06
H 16.0000 3.1426 14.9356 0.5 -0.6 -0.9 0.05
H 15.5465 4.7282 15.0171 0.3 0.8 0.4 0.08
H 16.7782 4.7899 13.0253 0.3 0.2 -0.3 0.12
H 17.9655 3.6660 13.6376 0.5 0.3 -0.3 0.12
H 18.8501 5.4778 15.1902 0.3 0.2 -0.2 0.12
H 17.4808 6.5047 14.5842 -0.2 -0.1 0.8 0.11
H 20.7330 6.1913 12.1471 0.6 -0.7 0.2 0.10
H 19.6512 4.8155 11.9909 -0.4 0.2 -0.2 0.09
H 20.5700 4.9109 13.4706 0.0 0.9 0.4 0.10
H 20.7468 7.4639 14.1969 -0.2 -0.4 0.1 0.11
H 19.1400 8.0909 14.6312 0.0 0.4 -0.2 0.12
H 20.8308 8.3770 11.9911 -0.1 -0.4 0.1 0.13
H 20.0211 9.7269 12.6875 0.8 0.0 1.2 0.11
H 18.8049 8.7794 10.7118 0.1 -0.3 0.1 0.10
H 17.9652 9.3507 12.1514 -0.1 -0.2 0.0 0.09
H 17.9164 6.4489 11.3730 0.5 0.2 -0.2 0.12
H 17.2238 7.4335 12.6596 -0.4 -0.7 0.3 0.10
O 19.1400 10.0660 8.2668 1.7 -1.4 2.5 0.09
C 18.2849 10.1965 7.3043 -0.9 6.7 -3.9 -0.94
O 17.7427 9.1934 6.8784 -2.1 -3.4 -0.7 0.01
O 18.1690 11.3617 6.8366 -0.5 -0.6 0.5 -0.02
H 18.9587 9.1251 8.2073 1.4 -1.7 1.6 0.08
O 24.0968 5.7748 15.4017 0.5 0.1 -1.7 0.06
C 24.2388 5.9310 14.0398 1.7 0.3 -3.8 -0.71
O 25.3070 5.5992 13.4027 -1.9 0.2 2.7 0.03
O 23.2961 6.4499 13.3423 0.4 -0.7 2.1 0.00
H 23.1688 6.0169 15.4433 -0.9 -0.2 0.7 0.03
O 16.8119 9.1625 15.7840 0.9 0.2 0.9 0.04
C 15.5808 8.6209 15.5771 -4.2 1.3 -0.7 -0.87
O 14.6894 8.7268 16.4647 1.9 -0.6 0.9 -0.08
O 15.2847 8.2989 14.4051 1.4 -0.7 -1.0 -0.08
H 17.1362 9.3944 14.9108 0.1 -0.3 -0.2 0.07
O 19.1606 6.0243 8.7004 -1.7 2.4 0.1 0.04
C 19.6082 4.7794 8.6007 -0.4 -4.4 3.4 -0.94
O 19.1423 3.9000 9.4031 -0.7 1.2 -0.2 -0.11
O 20.4934 4.6116 7.8065 2.1 -0.3 -2.8 0.02
H 19.6060 6.3001 7.8959 0.2 1.4 -0.3 0.09
O 22.1086 7.4167 17.5050 -0.6 0.4 0.8 0.10
C 21.1280 6.5068 17.3324 -2.3 -1.6 2.5 -0.87
O 21.2651 5.9049 16.2387 -0.3 -0.9 -1.7 -0.06
O 20.2942 6.2403 18.2030 -0.6 0.1 0.7 -0.03
H 22.2657 7.0306 16.6403 3.4 1.7 -2.1 0.03
```
Forces are in eV/Å.

Results
**Energy relative to the best compared isomer or geometry (same formula, charge and spin)**: 8.245 eV
**Kohn-Sham gap**: 1.30 eV
**Charge**: +1
**Electronic energy**: -105671.3249 eV
**F_max**: 9.090 eV Å⁻¹